ORCA calculation (wB97M-V/def2-TZVPD) on a structure of composition C22H21N2O9P3PtS2Se2.

Structure (XYZ):
```
62
Properties=species:S:1:pos:R:3:mulliken_charge:R:1
Pt -0.59577 -0.85811 -0.27827 1.34
Se -0.11211 -0.62480 2.10592 -0.38
P 1.86524 0.24113 1.94721 0.72
Se 3.08407 -0.97326 0.54041 0.28
C 2.02784 2.03193 1.88967 0.77
C 1.41823 2.73484 2.92271 -0.55
C 1.48040 4.11626 2.92717 -0.67
C 2.15496 4.78451 1.91452 -0.45
C 2.78701 4.07275 0.90646 -0.79
C 2.72274 2.68995 0.88911 -0.07
C 2.76243 -0.14848 3.48183 0.67
C 4.02923 0.41385 3.64753 -0.41
C 4.77897 0.12491 4.77298 -0.68
C 4.27214 -0.73248 5.73822 -0.43
C 3.01815 -1.29688 5.57581 -0.65
C 2.26210 -1.00938 4.45077 -0.47
H 0.88876 2.21135 3.71000 0.37
H 0.99763 4.67042 3.71904 0.41
H 2.18075 5.86476 1.90816 0.40
H 3.31723 4.59164 0.12225 0.43
H 3.18536 2.13384 0.08340 0.27
H 4.42734 1.08880 2.90030 0.36
H 5.75277 0.57434 4.90133 0.40
H 4.85453 -0.95515 6.62140 0.39
H 2.62477 -1.96865 6.32547 0.41
H 1.28314 -1.45283 4.33103 0.24
O 2.61861 1.71667 -2.33019 -0.56
P 1.22897 0.90612 -2.16339 0.71
O 0.20223 1.42952 -3.06848 -0.67
O 0.98580 0.85969 -0.67228 -0.58
O 1.76082 -0.58785 -2.63351 -0.07
P 1.92742 -2.01341 -2.01470 0.93
O 3.51246 -2.18331 -2.11936 -0.52
O 1.18152 -3.09470 -2.62894 -0.61
O 1.71588 -1.79266 -0.42271 -0.52
H 2.62957 2.12803 -3.18535 0.28
H 3.71478 -2.83922 -2.77898 0.30
O -4.84010 -0.85561 -3.71583 -0.68
C -3.73968 -0.95376 -4.49349 0.41
C -3.93922 -0.97489 -5.87340 -0.73
C -2.86326 -1.06749 -6.73031 -0.30
C -1.56304 -1.15074 -6.23816 -0.95
C -1.35861 -1.13674 -4.87530 -0.31
C -2.43105 -1.03431 -3.98782 0.24
C -2.14824 -1.00414 -2.54633 0.58
O -0.93049 -1.18042 -2.17973 -0.41
N -3.11969 -0.84178 -1.67692 -0.64
N -2.60797 -0.75866 -0.37591 -0.21
C -3.54719 -0.88670 0.51159 0.33
S -3.32831 -0.68544 2.23518 -0.17
C -4.89213 -1.47864 2.66854 -0.63
C -5.91527 -1.03796 1.64459 -0.56
S -5.18350 -1.23994 0.00111 -0.04
H -4.54424 -0.79167 -2.78875 0.59
H -4.95263 -0.91228 -6.24275 0.43
H -3.03724 -1.07115 -7.79773 0.36
H -0.72494 -1.22432 -6.91437 0.43
H -0.36555 -1.20393 -4.45813 0.31
H -5.15583 -1.15433 3.67349 0.38
H -4.75799 -2.56016 2.65851 0.30
H -6.18895 0.00715 1.78560 0.31
H -6.81084 -1.65619 1.67977 0.38
```

Results
E: -8380.5206 a.u.
Kohn-Sham gap: 6.73 eV
energy above the lowest of the compared OMol25 structures with the same formula, charge and spin: 158.1 kJ/mol
2S+1: 1
molar mass: 967.47 Da